Entry 1:
An isolated ion of composition C5H7Cl3N3 and charge +1 at a distorted geometry, computed with wB97M-V/def2-TZVPD.

* energy above the lowest of the compared OMol25 structures with the same formula, charge and spin: 0.0 kJ/mol
* SMILES: NN[C@]1(Cl)[NH+]=CC(Cl)=C[C@@H]1Cl
* Kohn-Sham gap: 8.4 eV
* E_tot: -1739.24309 a.u.

ORCA input file:
```
! wB97M-V def2-TZVPD RIJCOSX def2/J DEFGRID3
* xyz 1 1
C -0.72930 1.50667 1.37963
C -1.68166 0.42628 -0.53234
C -1.73341 1.37479 0.48992
C 0.56492 0.90706 1.03953
C 0.50448 -0.37193 0.14938
N -0.66944 -0.28691 -0.78324
N 1.60470 -0.72976 -0.74236
N 1.12158 -1.91135 -1.45680
Cl -3.22781 2.26018 0.72804
Cl 1.51372 2.11640 0.11159
Cl 0.07883 -1.78743 1.38724
H -0.87479 2.23054 2.12041
H -2.55029 0.23147 -1.03595
H 1.13988 0.55497 1.91599
H 2.55798 -0.65066 -0.25678
H -0.42710 -0.99364 -1.48024
H 0.98988 -2.78591 -0.85287
H 1.81785 -2.09078 -2.18114
*
```

Results of the Löwdin charge analysis, in e, for atoms 1 through 8: atom 1 (C): -0.074, atom 2 (C): -0.041, atom 3 (C): -0.593, atom 4 (C): -0.638, atom 5 (C): -0.690, atom 6 (N): 0.138, atom 7 (N): -0.085, atom 8 (N): -0.011

***

Entry 2:
A 2-piece molecular cluster, C5H11NSi overall at a distorted geometry, computed with wB97M-V/def2-TZVPD.

* energy above the lowest of the compared OMol25 structures with the same formula, charge and spin: 82.2 kJ/mol
* Kohn-Sham gap (alpha / beta): 8.7 / 8.5 eV
* expectation value of S²: 2.014
* E_tot: -541.14427 a.u.

ORCA input file:
```
! wB97M-V def2-TZVPD RIJCOSX def2/J DEFGRID3
* xyz 0 3
C 0.19341 -1.76186 0.77980
C -0.40625 -1.51257 -1.64689
C 1.46932 1.34023 -0.41610
C -0.55057 1.04164 1.91140
C -0.39406 -0.97292 -0.22745
N 0.62812 -2.39563 1.62941
Si -0.32115 0.90956 0.05902
H -0.49104 -0.82555 -2.40392
H 0.49146 -1.93122 -2.02221
H -1.13253 -2.35191 -1.94400
H 2.22179 0.86852 0.22167
H 1.73665 0.97986 -1.34223
H 1.75961 2.45133 -0.45957
H -1.45419 0.74055 2.14341
H 0.28193 0.54426 2.44294
H -0.30473 2.10175 2.34304
H -2.35796 -0.81085 -0.07549
H -1.36982 1.58480 -0.99284
*
```

Results of the Löwdin charge analysis, in e, for atoms 1 through 8: atom 1 (C): -0.304, atom 2 (C): -0.133, atom 3 (C): -0.208, atom 4 (C): -0.210, atom 5 (C): -0.413, atom 6 (N): 0.164, atom 7 (Si): 0.573, atom 8 (H): 0.025

***

Entry 3:
C28H56Cl28F6MgN3O12S6 as an isolated structure at a distorted geometry, computed with wB97M-V/def2-TZVPD.

* Kohn-Sham gap: 7.8 eV
* E_tot: -18241.42010 a.u.

ORCA input file:
```
! wB97M-V def2-TZVPD RIJCOSX def2/J DEFGRID3
* xyz -1 1
Mg 2.66593 -0.83564 -0.43859
N 6.57764 -1.84325 0.45918
S 6.75623 -2.71208 1.75736
O 5.67217 -3.59695 2.08797
O 7.63930 -2.25280 2.79773
F 7.79331 -3.69343 1.17361
S 5.45098 -0.82700 1.32367
O 5.65534 -0.30139 2.66995
O 4.08972 -1.04039 0.83665
F 5.78545 0.56582 0.50546
N 3.75863 -0.40889 -1.84730
S 4.78270 -1.19614 -3.03444
O 6.18581 -1.22585 -2.59714
O 4.42852 -1.21783 -4.41876
F 4.33180 -2.67434 -2.53898
S 3.90064 0.90160 -2.68419
O 2.87529 1.08975 -3.69678
O 5.22104 1.51303 -2.86950
F 3.33528 1.81090 -1.44109
N 0.93650 -0.53860 0.09051
S -0.04290 -1.40422 1.28368
O -0.66310 -2.65847 0.87739
O -0.65648 -0.72250 2.42844
F 1.24553 -1.92528 2.05764
S -0.35800 0.21348 -0.32750
O -0.81165 1.33917 0.51721
O -1.36325 -0.41052 -1.16379
F 0.47613 1.11812 -1.35893
Cl -4.36565 -5.13049 -3.88651
C -3.93075 -3.47520 -3.27656
C -3.35342 -3.49833 -1.84359
Cl -4.55078 -3.87029 -0.68947
H -4.83994 -2.87460 -3.30406
H -3.25657 -3.02777 -4.00690
H -2.93662 -2.55732 -1.48457
H -2.57953 -4.26528 -1.81239
Cl 3.90292 -1.83201 5.27250
C 3.06091 -0.34670 4.81584
C 1.80724 -0.15520 5.63469
Cl 0.80266 1.12732 4.93985
H 2.92585 -0.39142 3.73516
H 3.69184 0.52568 4.98611
H 1.99134 0.28989 6.61249
H 1.24002 -1.07966 5.74305
Cl -3.96243 -0.09845 0.11748
C -5.69044 -0.59816 0.21875
C -6.22875 -0.32831 1.61754
Cl -6.26162 1.41771 2.01723
H -5.75296 -1.65308 -0.04838
H -6.34731 -0.06724 -0.47027
H -5.70205 -0.97223 2.32184
H -7.25830 -0.68583 1.63539
Cl -1.17577 -4.59593 -5.81020
C 0.10121 -3.48356 -5.21382
C -0.36624 -2.36575 -4.30891
Cl 0.84085 -1.21114 -3.71097
H 0.49461 -3.02835 -6.12273
H 0.85255 -4.09130 -4.70960
H -0.86243 -2.75504 -3.41990
H -1.06227 -1.70001 -4.81924
Cl 1.10870 -0.79686 -7.27108
C 1.77898 0.68487 -6.45717
C 1.77787 1.90902 -7.41738
Cl 2.89004 1.65821 -8.78428
H 2.77723 0.40788 -6.11824
H 1.09959 0.84614 -5.62021
H 2.11484 2.79581 -6.88058
H 0.78692 2.19200 -7.77240
Cl 0.28765 6.21551 -2.01962
C 0.71083 5.36325 -3.48145
C 0.67195 3.81015 -3.16467
Cl -0.93046 3.13704 -3.09065
H 1.65095 5.73926 -3.88506
H 0.00322 5.52754 -4.29411
H 1.24791 3.59804 -2.26390
H 1.10833 3.29548 -4.02070
Cl 2.45965 -6.14356 1.64436
C 2.83815 -5.96182 -0.04320
C 2.04232 -4.87800 -0.76348
Cl 2.51405 -3.20545 -0.41631
H 2.47814 -6.87679 -0.51365
H 3.88013 -5.72931 -0.26297
H 1.01441 -5.06533 -0.45298
H 2.03692 -4.88886 -1.85341
Cl -3.41208 -6.07128 3.64745
C -2.42655 -4.79445 2.90873
C -2.30366 -3.70516 3.96350
Cl -3.85928 -2.93900 4.21604
H -2.93472 -4.47431 1.99914
H -1.41908 -5.13178 2.66514
H -1.58284 -2.94364 3.66585
H -1.99762 -4.17271 4.89936
Cl -1.06338 5.50229 1.99970
C -1.21409 7.26327 1.88448
C -2.44401 7.65672 2.66363
Cl -2.04837 7.79223 4.40014
H -1.30022 7.46798 0.81735
H -0.35894 7.79378 2.30327
H -3.33602 7.03521 2.58516
H -2.79077 8.62484 2.30222
Cl -5.82171 3.85802 -0.63533
C -4.19582 4.17397 0.14641
C -3.30008 4.85619 -0.77982
Cl -3.44109 6.63598 -0.66299
H -3.78668 3.18399 0.34805
H -4.35812 4.68760 1.09401
H -3.60103 4.69007 -1.81419
H -2.22886 4.67829 -0.68527
Cl -4.38805 0.47207 5.11247
C -2.96021 0.53626 4.02139
C -2.54608 1.96486 3.64450
Cl -2.30619 3.00630 5.10637
H -3.22109 -0.06612 3.15122
H -2.14485 0.10363 4.60115
H -3.09852 2.53256 2.89575
H -1.62019 1.88510 3.07488
Cl 1.00805 -4.05400 4.34920
C 1.57939 -5.33167 5.42335
C 3.17296 -5.20419 5.53271
Cl 4.04659 -6.54184 6.22072
H 1.35499 -6.19797 4.80102
H 0.97476 -5.31408 6.33010
H 3.24253 -4.34638 6.20162
H 3.71365 -5.01231 4.60593
Cl -5.51244 0.34832 -3.34633
C -4.03688 1.40613 -3.51789
C -4.16455 2.49368 -4.55886
Cl -5.18060 3.89388 -4.00142
H -3.31047 0.67972 -3.88224
H -3.72640 1.75446 -2.53281
H -4.45454 2.01098 -5.49213
H -3.17156 2.91384 -4.71868
Cl 2.61202 1.81231 1.44130
C 2.62546 3.59253 1.71624
C 3.91514 4.21084 2.23377
Cl 5.25087 3.67496 1.15840
H 1.74074 3.92744 2.25773
H 2.52514 4.17912 0.80304
H 4.14350 3.77833 3.20788
H 3.91676 5.30069 2.25137
*
```

Results of the Löwdin charge analysis, in e, for atoms 1 through 8: atom 1 (Mg): 0.297, atom 2 (N): -0.185, atom 3 (S): 0.363, atom 4 (O): -0.292, atom 5 (O): -0.278, atom 6 (F): -0.175, atom 7 (S): 0.650, atom 8 (O): -0.252